# 1
{
  "formula": "C3H8N2S",
  "method": "ωB97M-V with the def2-TZVPD basis set",
  "symbols": ["C", "C", "C", "N", "N", "S", "H", "H", "H", "H", "H", "H", "H", "H"],
  "positions_angstrom": [[1.28835, -0.33935, -0.84794], [-1.45511, -0.76562, 1.31502], [1.07428, 0.48455, 0.39464], [-0.12072, 1.94929, -1.14228], [-0.12648, 1.70602, 0.07376], [0.23450, -0.44404, 1.85295], [1.49583, -1.29132, -0.49358], [2.09212, 0.11803, -1.32609], [0.21533, -0.21967, -1.30408], [-1.85465, 0.24068, 0.92788], [-2.06322, -1.22394, 2.17132], [-1.34376, -1.50408, 0.61103], [1.94541, 1.16382, 0.68401], [-1.03076, 2.52151, -1.43691]],
  "total_charge": 0,
  "total_energy_ev": -17052.8175,
  "homo_energy_ev": -8.532,
  "e_lumo_ev": 0.74
}



# 2
{
  "formula": "C3H8N2S",
  "method": "ωB97M-V with the def2-TZVPD basis set",
  "symbols": ["C", "C", "C", "H", "H", "H", "H", "H", "H", "H", "H", "N", "N", "S"],
  "positions_angstrom": [[1.28215, -0.19732, 0.55298], [0.39411, 0.89205, -0.23403], [-3.09641, -0.51815, 0.15810], [2.91584, 0.69414, -0.27566], [2.61807, -1.00764, -0.91389], [1.28183, -0.23546, 1.65440], [0.98637, -1.33655, 0.38573], [0.67341, 0.71235, -1.36938], [0.86833, 1.94013, -0.14577], [-3.62373, 0.07689, 0.85817], [-3.61250, -1.40826, -0.44424], [2.57410, -0.24022, -0.01661], [-1.96880, -0.38886, -0.37261], [-1.29276, 1.01690, 0.16281]],
  "total_charge": 0,
  "total_energy_ev": -17053.1626,
  "homo_energy_ev": -8.364,
  "e_lumo_ev": 0.90
}



# 3
{
  "formula": "C3H8N3",
  "method": "ωB97M-V with the def2-TZVPD basis set",
  "symbols": ["C", "C", "C", "N", "N", "N", "H", "H", "H", "H", "H", "H", "H", "H"],
  "positions_angstrom": [[1.89946, 1.58247, -0.26612], [1.30101, 0.65446, 0.23166], [-1.61545, 0.01247, -0.37416], [-1.66825, 1.25918, 0.01000], [-0.64064, -0.80061, 0.02448], [0.49583, -0.31066, 0.66322], [2.49840, 2.44001, -0.35759], [1.63324, -2.89962, -0.24078], [-2.28939, -0.28815, -1.01033], [-1.07750, 1.48836, 0.78737], [-2.41412, 1.70421, -0.44173], [-0.67057, -1.83170, 0.01364], [1.51111, -2.22449, -0.40763], [1.03687, -0.78596, 1.36798]],
  "total_charge": 1,
  "total_energy_ev": -7699.5015,
  "homo_energy_ev": -13.180,
  "e_lumo_ev": -4.05
}



# 4
{
  "formula": "C3H8N3",
  "method": "ωB97M-V with the def2-TZVPD basis set",
  "symbols": ["C", "C", "C", "N", "N", "N", "H", "H", "H", "H", "H", "H", "H", "H"],
  "positions_angstrom": [[-1.77653, -1.23294, 0.32363], [-0.91334, -0.07502, 0.02924], [-1.59343, 1.31102, -0.33616], [1.47065, 0.85099, 0.07062], [0.42216, 0.36781, 0.07773], [2.87858, -0.51621, -0.26670], [-1.39767, -2.17968, 0.69275], [-2.84836, -1.20833, 0.10222], [-0.85223, 1.78700, -0.96156], [-1.81143, 1.72208, 0.60201], [-2.55209, 1.39158, -0.79855], [3.47292, -0.70327, 0.48137], [3.55390, -0.06746, -0.91428], [2.42966, -1.24442, -0.80206]],
  "total_charge": 1,
  "total_energy_ev": -7699.6903,
  "homo_energy_ev": -14.257,
  "e_lumo_ev": -5.79
}